No. 1
Molecular formula: C2H3N3O2
Method: DFT, wB97M-V/def2-TZVPD

The calculation puts the calculated total energy at -10679.35616 eV.

```
10
Properties=species:S:1:pos:R:3:forces:R:3
C 1.358700 0.845213 0.030631 -0.496 3.330 -2.104
C -0.215104 -0.696668 -0.242228 0.928 0.933 -2.299
H -1.907387 0.710508 1.082268 1.991 0.952 -3.335
H 1.661965 1.920996 0.150136 0.223 -1.532 0.034
H -1.550037 -2.281988 0.413561 1.421 4.138 -2.949
N 0.019275 0.688899 -0.532498 -2.203 -1.468 3.095
N 2.069281 -0.210234 -0.135352 -1.651 1.578 1.397
N -1.382339 -1.216418 -0.214926 0.040 -3.253 3.592
O -1.121758 1.393137 -0.266960 0.227 -0.411 2.444
O 1.067405 -1.153446 -0.284636 -0.482 -4.266 0.124
```
Forces are in eV/Å.

No. 2
Molecular formula: C6H11NS
Method: DFT, wB97M-V/def2-TZVPD

The calculation puts the calculated total energy at -18719.07915 eV.

```
19
Properties=species:S:1:pos:R:3:forces:R:3
C -2.555161 -1.543205 -0.230247 0.378 -0.181 -0.428
C -1.387752 -0.510905 -0.503994 1.789 -0.966 -2.149
C -1.450204 0.618894 0.432043 -1.467 3.246 0.289
C 0.562711 1.648018 -0.418850 2.708 1.076 2.274
C 1.049667 0.367341 0.397103 -1.469 -1.183 1.066
C -0.386138 -0.413937 0.623483 1.148 -0.800 2.467
H -2.335136 -2.696032 -0.643511 -0.701 3.247 1.437
H -2.648806 -1.400107 0.921461 0.016 -1.181 -1.861
H -3.554492 -1.115655 -0.628121 1.656 -0.957 0.278
H -0.676289 -0.315577 -1.435748 -2.687 -0.745 1.062
H -2.501768 0.846259 0.963860 2.804 -0.798 -0.774
H -1.363738 2.560240 -0.607801 1.718 -1.981 1.596
H 1.306494 2.557581 -0.293161 -1.406 -1.575 0.486
H 0.597194 1.576767 -1.439313 0.187 -1.186 -2.823
H 1.431325 0.622437 1.433059 -0.847 0.185 -1.243
H 1.210090 -2.623116 -0.231648 2.034 2.979 0.121
H -0.437230 -1.281182 1.410081 0.328 2.079 -1.300
N -0.758202 1.919038 0.050875 -2.903 0.555 -0.009
S 2.455064 -0.822633 -0.100156 -3.288 -1.814 -0.490
```
Forces are in eV/Å.

Energy relative to the best compared isomer or geometry (same formula, charge and spin) per entry: 9.101; 6.415 eV